# C3H7NO3

2 unconnected molecules or ions with the total composition C3H7NO3 (wB97M-V/def2-TZVPD, OMol25).

Calculated values
SMILES string	NCC=O.O=CO
LUMO level	0.603	eV
HOMO level	-10.028	eV
energy relative to the best compared isomer or geometry (same formula, charge and spin)	1.413	eV

Structure (XYZ):
```
14
Properties=species:S:1:pos:R:3:forces:R:3
O -0.37733 0.94884 -2.94244 -0.2 -0.3 -0.5
O 0.42189 0.29064 2.44771 0.0 0.3 -0.2
O -0.14924 -1.70372 1.58928 -0.4 -0.5 -0.2
N -0.17007 -0.71563 -0.74493 -0.1 0.1 -0.3
C 0.09341 -0.86803 2.55863 0.1 0.1 0.4
C 0.18249 0.69290 -0.64122 -0.2 0.1 0.0
C -0.06364 1.46242 -1.90923 0.3 0.4 0.3
H -0.17426 -1.29302 0.59954 0.4 0.0 0.9
H 0.46603 -1.19177 -1.37555 -0.1 0.0 0.0
H -0.37577 1.16763 0.16779 0.0 -0.1 0.1
H -0.01757 -1.32670 3.56194 0.0 -0.1 -0.3
H -1.10407 -0.81530 -1.13405 0.1 0.0 -0.1
H 0.04556 2.56381 -1.84222 0.1 -0.1 0.1
H 1.22257 0.78794 -0.33524 0.1 0.1 0.0
```
Positions in Å, forces in eV/Å.